[1]
Below is 6 unconnected molecules or ions with the total composition C33H66Cl2F3NO13 in a non-equilibrium geometry, with properties calculated with ωB97M-V/def2-TZVPD.

CARTESIAN COORDINATES (ANGSTROEM)
C  -2.274  4.823  2.111
C  -2.504  3.736  3.154
C  -3.540  2.649  2.815
C  -5.011  3.039  3.035
F  -5.363  2.968  4.347
F  -5.256  4.316  2.631
F  -5.846  2.188  2.370
C  -3.479  2.537  1.247
O  -4.098  3.131  0.421
O  -2.583  1.594  0.876
C  -2.276  0.726  1.973
N  -0.849  0.721  2.267
C  -0.078  1.812  1.643
C  -0.265  -0.501  1.734
C  -0.643  -0.908  0.336
O  0.510  -1.146  2.390
C  -3.240  1.178  3.131
C  -2.707  0.632  4.433
Cl  -2.280  -1.059  4.280
C  -2.582  1.117  5.666
C  -2.052  0.355  6.840
Cl  -3.079  2.736  6.040
H  -1.776  5.651  2.602
H  -1.649  4.518  1.277
H  -3.191  5.217  1.699
H  -2.857  4.239  4.044
H  -1.567  3.281  3.448
H  -2.651  -0.237  1.660
H  0.910  1.784  2.090
H  -0.485  2.783  1.862
H  0.063  1.686  0.573
H  -1.252  -1.805  0.366
H  -1.245  -0.163  -0.169
H  0.240  -1.125  -0.246
H  -4.147  0.608  2.949
H  -1.837  1.063  7.628
H  -2.766  -0.381  7.181
H  -1.119  -0.107  6.548
C  -2.576  0.439  -6.208
O  -3.265  -0.597  -5.531
C  -2.405  -1.502  -4.862
C  -2.367  -1.233  -3.376
O  -1.741  0.008  -3.085
C  -2.667  1.035  -2.769
H  -3.320  1.158  -6.548
H  -1.865  0.949  -5.554
H  -2.044  0.044  -7.081
H  -1.394  -1.459  -5.278
H  -2.798  -2.510  -5.029
H  -1.777  -2.016  -2.888
H  -3.379  -1.263  -2.960
H  -3.125  0.859  -1.789
H  -3.451  1.115  -3.527
H  -2.116  1.974  -2.730
C  3.393  -2.046  2.974
O  4.447  -2.819  2.418
C  5.240  -3.476  3.393
C  4.894  -4.943  3.500
O  3.590  -5.132  4.032
C  2.625  -5.452  3.049
H  2.759  -1.720  2.161
H  2.793  -2.630  3.675
H  3.797  -1.165  3.487
H  5.134  -2.992  4.368
H  6.286  -3.383  3.079
H  5.594  -5.430  4.185
H  4.987  -5.427  2.524
H  2.790  -6.463  2.660
H  2.643  -4.738  2.222
H  1.646  -5.415  3.524
C  5.274  -8.319  5.712
O  6.386  -7.636  5.159
C  7.440  -7.438  6.088
C  8.574  -8.410  5.859
O  8.190  -9.743  6.157
C  7.916  -10.518  5.004
H  4.598  -8.560  4.893
H  5.578  -9.244  6.207
H  4.744  -7.679  6.425
H  7.072  -7.521  7.114
H  7.815  -6.419  5.944
H  9.402  -8.152  6.527
H  8.934  -8.333  4.829
H  8.839  -10.736  4.457
H  7.210  -10.015  4.339
H  7.478  -11.457  5.338
C  -4.670  6.348  -5.159
O  -5.369  5.392  -4.385
C  -4.511  4.515  -3.668
C  -4.417  4.885  -2.206
O  -3.752  6.130  -2.024
C  -4.637  7.199  -1.753
H  -5.400  7.061  -5.538
H  -3.927  6.883  -4.562
H  -4.173  5.868  -6.010
H  -3.513  4.500  -4.118
H  -4.936  3.509  -3.749
H  -3.833  4.126  -1.686
H  -5.412  4.909  -1.754
H  -5.071  7.098  -0.752
H  -5.441  7.254  -2.491
H  -4.060  8.122  -1.792
C  1.928  4.861  -7.469
O  2.330  3.950  -8.475
C  2.623  2.655  -7.975
C  1.499  1.684  -8.251
O  0.333  2.012  -7.511
C  -0.662  2.654  -8.286
H  1.578  5.764  -7.965
H  1.118  4.455  -6.858
H  2.774  5.121  -6.823
H  2.834  2.693  -6.903
H  3.526  2.305  -8.486
H  1.812  0.682  -7.941
H  1.280  1.655  -9.322
H  -1.114  1.947  -8.990
H  -0.257  3.507  -8.835
H  -1.433  3.008  -7.603

Calculated values
Kohn-Sham gap = 9.324 eV
E = -3549.60944 Ha
Energy above the lowest of the compared OMol25 structures with the same formula, charge and spin = 0.0 kJ/mol
Structure (SMILES) = CC[C@@]1(C(F)(F)F)C(=O)O[C@@H](N(C)C(C)=O)[C@H]1/C(Cl)=C(/C)Cl.COCCOC.COCCOC.COCCOC.COCCOC.COCCOC
E_HOMO = -8.92 eV
LUMO = 0.403 eV

[2]
Below is 7 unconnected molecules or ions with the total composition C33H68BBrO18 in a non-equilibrium geometry, with properties calculated with ωB97M-V/def2-TZVPD.

CARTESIAN COORDINATES (ANGSTROEM)
C  3.735  0.280  0.817
C  2.741  1.060  -0.122
C  1.837  -0.026  -0.783
C  1.015  0.501  -1.995
C  0.195  -0.669  -2.623
C  -1.297  -0.721  -2.159
B  -1.519  -1.276  -0.676
Br  -0.382  -2.788  -0.002
C  -2.625  -0.744  0.346
C  -2.245  0.578  1.093
C  -1.908  1.786  0.156
H  4.158  -0.563  0.241
H  4.511  0.922  1.252
H  3.108  -0.196  1.596
H  3.256  1.708  -0.849
H  2.143  1.707  0.566
H  2.461  -0.881  -1.092
H  1.123  -0.336  0.004
H  0.417  1.393  -1.751
H  1.756  0.823  -2.756
H  0.215  -0.604  -3.728
H  0.695  -1.616  -2.358
H  -1.815  -1.456  -2.822
H  -1.788  0.248  -2.344
H  -2.778  -1.530  1.115
H  -3.620  -0.583  -0.115
H  -3.139  0.874  1.676
H  -1.417  0.466  1.814
H  -2.057  2.739  0.694
H  -0.831  1.746  -0.083
H  -2.548  1.717  -0.739
C  3.577  -3.095  7.680
C  4.102  -1.985  6.794
O  4.034  -2.345  5.408
C  2.824  -2.270  4.858
O  1.814  -1.922  5.404
O  2.927  -2.674  3.589
C  1.676  -2.738  2.900
H  4.093  -4.033  7.465
H  3.717  -2.846  8.732
H  2.514  -3.268  7.508
H  5.156  -1.810  7.010
H  3.576  -1.045  6.969
H  1.139  -1.793  2.964
H  1.070  -3.550  3.303
H  1.890  -2.947  1.854
C  -0.817  7.956  3.183
C  0.270  7.579  2.198
O  1.068  6.495  2.695
C  0.508  5.291  2.614
O  -0.577  5.035  2.162
O  1.355  4.407  3.143
C  0.830  3.082  3.196
H  -0.389  8.166  4.165
H  -1.360  8.837  2.837
H  -1.532  7.143  3.312
H  0.947  8.422  2.062
H  -0.141  7.335  1.218
H  0.478  2.758  2.217
H  0.024  3.029  3.928
H  1.632  2.419  3.514
C  0.032  9.755  -4.535
C  1.033  9.558  -3.414
O  0.459  8.832  -2.320
C  0.344  7.517  -2.508
O  0.683  6.907  -3.484
O  -0.232  6.997  -1.423
C  -0.501  5.597  -1.529
H  -0.879  10.221  -4.156
H  0.453  10.384  -5.320
H  -0.256  8.801  -4.979
H  1.329  10.526  -3.013
H  1.939  9.062  -3.766
H  0.396  5.042  -1.802
H  -1.293  5.425  -2.257
H  -0.839  5.252  -0.553
C  -3.981  1.950  -7.767
C  -4.294  2.836  -6.578
O  -5.169  2.180  -5.651
C  -4.592  1.266  -4.875
O  -3.430  0.963  -4.875
O  -5.535  0.731  -4.097
C  -5.059  -0.333  -3.275
H  -4.903  1.602  -8.237
H  -3.389  2.492  -8.505
H  -3.422  1.065  -7.464
H  -4.821  3.728  -6.914
H  -3.385  3.167  -6.073
H  -4.193  -0.023  -2.692
H  -4.813  -1.198  -3.892
H  -5.860  -0.608  -2.593
C  4.480  -5.588  3.588
C  3.413  -6.658  3.682
O  3.984  -7.956  3.895
C  4.397  -8.197  5.138
O  4.319  -7.447  6.071
O  4.926  -9.422  5.164
C  5.492  -9.777  6.425
H  5.218  -5.848  2.826
H  4.039  -4.624  3.339
H  5.019  -5.483  4.530
H  2.868  -6.717  2.740
H  2.684  -6.432  4.463
H  4.773  -9.644  7.232
H  6.387  -9.184  6.612
H  5.770  -10.827  6.372
C  -2.955  -5.920  -1.336
C  -2.402  -4.809  -2.204
O  -2.460  -5.154  -3.595
C  -3.664  -5.053  -4.156
O  -4.672  -4.690  -3.614
O  -3.557  -5.437  -5.429
C  -4.801  -5.460  -6.129
H  -2.450  -6.863  -1.555
H  -2.823  -5.684  -0.279
H  -4.018  -6.076  -1.522
H  -1.351  -4.654  -1.972
H  -2.917  -3.863  -2.023
H  -5.316  -4.503  -6.051
H  -5.430  -6.263  -5.746
H  -4.580  -5.654  -7.176

Calculated values
Kohn-Sham gap = 10.506 eV
E = -5251.48844 Ha
Structure (SMILES) = CCCCCCB(Br)CCC.CCOC(=O)OC.CCOC(=O)OC.CCOC(=O)OC.CCOC(=O)OC.CCOC(=O)OC.CCOC(=O)OC
E_HOMO = -10.21 eV
LUMO = 0.299 eV

[3]
Below is 3 unconnected molecules or ions with the total composition C33H69BN2O2S in a non-equilibrium geometry, with properties calculated with ωB97M-V/def2-TZVPD.

CARTESIAN COORDINATES (ANGSTROEM)
C  -3.293  -4.167  2.727
C  -3.266  -5.307  1.703
C  -1.849  -5.766  1.336
C  -0.944  -4.638  0.802
C  -0.281  -4.935  -0.562
C  1.144  -4.371  -0.738
C  1.289  -3.283  -1.817
C  2.568  -2.462  -1.631
C  2.796  -1.385  -2.698
C  3.519  -0.154  -2.129
C  4.087  0.785  -3.206
C  3.008  1.726  -3.760
C  3.492  2.649  -4.891
C  3.851  4.079  -4.453
C  2.732  4.861  -3.708
B  1.865  5.649  -4.729
S  0.594  4.738  -5.693
H  -4.298  -4.063  3.153
H  -3.059  -3.199  2.271
H  -2.609  -4.361  3.559
H  -3.799  -5.006  0.793
H  -3.807  -6.163  2.127
H  -1.932  -6.541  0.563
H  -1.380  -6.248  2.201
H  -0.122  -4.507  1.519
H  -1.474  -3.683  0.772
H  -0.922  -4.558  -1.371
H  -0.238  -6.026  -0.676
H  1.807  -5.199  -1.013
H  1.507  -3.957  0.214
H  1.325  -3.771  -2.800
H  0.418  -2.616  -1.802
H  3.410  -3.169  -1.611
H  2.526  -1.998  -0.636
H  3.419  -1.795  -3.506
H  1.828  -1.098  -3.125
H  2.832  0.403  -1.480
H  4.345  -0.512  -1.501
H  4.898  1.388  -2.781
H  4.477  0.183  -4.036
H  2.196  1.099  -4.152
H  2.586  2.290  -2.925
H  2.736  2.699  -5.678
H  4.404  2.206  -5.314
H  4.120  4.633  -5.365
H  4.756  4.067  -3.837
H  3.175  5.554  -2.984
H  2.087  4.180  -3.137
H  1.958  6.825  -4.897
H  0.892  5.229  -6.902
C  -3.763  0.063  -2.616
C  -2.681  -0.142  -1.533
C  -3.128  0.424  -0.180
C  -3.126  1.947  -0.111
C  -1.770  2.507  -0.531
C  -1.310  2.005  -1.899
N  -1.382  0.504  -1.923
O  -0.386  -0.039  -1.324
C  -2.158  2.639  -3.008
C  0.131  2.414  -2.154
C  -2.449  -1.641  -1.392
H  -4.220  -0.892  -2.871
H  -4.560  0.732  -2.290
H  -3.343  0.461  -3.536
H  -2.456  0.036  0.592
H  -4.124  0.031  0.040
H  -3.922  2.361  -0.737
H  -3.348  2.262  0.911
H  -1.795  3.600  -0.556
H  -1.016  2.225  0.209
H  -1.917  2.202  -3.978
H  -1.926  3.704  -3.054
H  -3.228  2.550  -2.845
H  0.794  2.090  -1.355
H  0.175  3.503  -2.221
H  0.487  1.993  -3.093
H  -2.060  -2.065  -2.319
H  -3.407  -2.115  -1.167
H  -1.752  -1.868  -0.591
C  0.739  0.715  6.655
C  0.830  1.498  5.326
C  -0.470  2.263  5.045
C  -1.636  1.372  4.628
C  -1.243  0.486  3.449
C  0.022  -0.334  3.708
N  1.118  0.581  4.173
O  1.678  1.192  3.195
C  -0.285  -1.437  4.729
C  0.486  -1.031  2.435
C  1.979  2.491  5.453
H  1.375  1.183  7.406
H  -0.275  0.686  7.056
H  1.089  -0.308  6.546
H  -0.279  2.989  4.248
H  -0.726  2.837  5.939
H  -1.975  0.763  5.470
H  -2.485  1.999  4.345
H  -2.053  -0.205  3.201
H  -1.079  1.113  2.571
H  0.628  -1.960  5.019
H  -0.953  -2.162  4.261
H  -0.778  -1.079  5.629
H  0.635  -0.345  1.604
H  -0.275  -1.756  2.138
H  1.421  -1.567  2.608
H  2.928  1.972  5.586
H  1.795  3.112  6.331
H  2.058  3.136  4.582

Calculated values
Kohn-Sham gap (alpha / beta) = 8.654 / 9.671 eV
E = -1981.69480 Ha
Energy above the lowest of the compared OMol25 structures with the same formula, charge and spin = 0.0 kJ/mol
E_HOMO (alpha / beta) = -8.12 / -9.23 eV
2S+1 = 3
⟨S²⟩ = 2.008
LUMO (alpha / beta) = 0.532 / 0.443 eV

[4]
Below is 5 unconnected molecules or ions with the total composition C33H69Cl2F10NO2S2 in a non-equilibrium geometry, with properties calculated with ωB97M-V/def2-TZVPD.

CARTESIAN COORDINATES (ANGSTROEM)
C  -4.912  -4.515  0.811
C  -4.540  -3.358  -0.163
Cl  -4.894  -3.731  -1.881
C  -3.146  -2.755  0.079
Cl  -3.313  -1.861  1.658
N  -2.018  -3.687  0.290
C  -0.745  -2.859  0.223
C  0.290  -3.283  1.298
C  0.580  -2.154  2.324
C  -0.212  -2.483  3.618
C  -0.482  -1.247  4.469
F  -1.098  -0.367  3.621
F  0.639  -0.631  4.856
C  -1.511  -1.463  5.617
F  -2.491  -2.247  5.235
F  -2.074  -0.287  5.878
S  -0.817  -2.103  7.251
F  0.425  -2.782  6.549
F  -0.048  -0.757  7.530
F  -2.075  -1.489  8.025
F  -1.664  -3.447  7.093
F  -0.283  -2.658  8.629
S  -1.820  -4.840  -0.905
O  -0.542  -5.423  -0.782
O  -2.810  -5.842  -0.927
F  -1.840  -4.145  -2.326
H  -5.060  -5.402  0.191
H  -4.139  -4.698  1.556
H  -5.890  -4.308  1.251
H  -5.236  -2.559  0.093
H  -2.946  -1.973  -0.657
H  -0.247  -2.986  -0.744
H  -0.945  -1.790  0.308
H  1.225  -3.531  0.787
H  -0.039  -4.193  1.806
H  0.372  -1.157  1.930
H  1.644  -2.182  2.582
H  0.363  -3.240  4.161
H  -1.165  -2.949  3.350
C  0.163  2.934  5.565
C  -0.407  3.126  4.163
C  0.668  3.280  3.088
C  1.576  4.501  3.247
C  0.851  5.846  3.284
C  0.094  6.160  1.997
H  0.748  3.798  5.886
H  -0.643  2.797  6.288
H  0.804  2.050  5.606
H  -1.081  3.987  4.156
H  -1.021  2.256  3.915
H  0.183  3.311  2.108
H  1.295  2.382  3.083
H  2.295  4.507  2.421
H  2.171  4.397  4.159
H  1.592  6.633  3.452
H  0.164  5.887  4.133
H  0.772  6.169  1.140
H  -0.374  7.144  2.066
H  -0.695  5.431  1.805
C  -0.843  -2.676  -5.166
C  -0.998  -4.115  -5.647
C  -0.020  -4.489  -6.761
C  -0.173  -3.687  -8.054
C  -1.558  -3.755  -8.698
C  -1.956  -5.163  -9.130
H  -1.049  -1.959  -5.962
H  -1.541  -2.474  -4.351
H  0.170  -2.497  -4.794
H  -2.028  -4.286  -5.970
H  -0.828  -4.786  -4.800
H  -0.125  -5.556  -6.977
H  1.003  -4.359  -6.392
H  0.570  -4.046  -8.774
H  0.077  -2.639  -7.866
H  -1.561  -3.107  -9.579
H  -2.314  -3.351  -8.019
H  -1.236  -5.568  -9.844
H  -2.935  -5.149  -9.612
H  -2.017  -5.844  -8.279
C  -0.491  13.318  2.412
C  -0.529  12.846  0.962
C  -1.262  11.518  0.776
C  -0.634  10.324  1.498
C  0.820  10.035  1.127
C  1.007  9.670  -0.343
H  0.048  12.616  3.051
H  0.014  14.282  2.485
H  -1.501  13.437  2.809
H  0.490  12.778  0.571
H  -1.036  13.606  0.361
H  -1.332  11.302  -0.294
H  -2.293  11.630  1.126
H  -1.238  9.436  1.286
H  -0.697  10.477  2.579
H  1.174  9.200  1.739
H  1.457  10.888  1.377
H  0.413  8.791  -0.603
H  2.054  9.441  -0.547
H  0.715  10.490  -1.002
C  5.563  -7.650  -2.872
C  5.394  -6.210  -2.398
C  4.488  -6.077  -1.174
C  3.042  -6.530  -1.385
C  2.298  -5.817  -2.512
C  2.146  -4.318  -2.280
H  4.613  -8.086  -3.186
H  6.241  -7.692  -3.726
H  5.981  -8.274  -2.080
H  5.018  -5.594  -3.220
H  6.379  -5.809  -2.143
H  4.500  -5.036  -0.839
H  4.916  -6.660  -0.352
H  2.493  -6.382  -0.450
H  3.020  -7.607  -1.577
H  1.301  -6.256  -2.600
H  2.795  -5.991  -3.471
H  1.612  -4.125  -1.348
H  1.578  -3.864  -3.095
H  3.115  -3.815  -2.233

Calculated values
Kohn-Sham gap = 11.222 eV
E = -4219.34879 Ha
Structure (SMILES) = C[C@H](Cl)[C@@H](Cl)N(CCCCC(F)(F)C(F)(F)S(F)(F)(F)(F)F)S(=O)(=O)F.CCCCCC.CCCCCC.CCCCCC.CCCCCC
E_HOMO = -10.89 eV
LUMO = 0.336 eV

Which formula does entry 3 have?
C33H69BN2O2S